Here is a gas-phase ion, C2H6NS3 (charge +1) in a non-equilibrium geometry from the Open Molecules 2025 dataset. Energies are from wB97M-V/def2-TZVPD.

Geometry (Å):
N -1.107947 0.960965 0.191330
C -0.699859 -0.443733 0.221576
C 0.793482 -0.561817 0.005753
S 1.033190 -0.526679 -1.998596
S 1.658024 -1.551067 1.240444
S 1.653537 0.572285 1.177842
H -0.943532 1.419783 -0.725950
H -0.238467 1.349853 0.732398
H -2.126713 1.087373 0.401227
H -1.208554 -0.888535 1.143797
H -1.109651 -1.156783 -0.449101
H 2.296490 -0.261645 -1.940721

Atoms 1-3, force components in eV/Å:
0.6650 0.8603 -1.5926
-0.8982 -2.2521 1.4477
0.3811 0.3989 -0.6608

Net charge   +1
SMILES   [NH3+]CC1(S)SS1
Total energy   -1328.79279 Ha
ΔE to the lowest compared entry with this formula, charge and spin   1.355 eV
Orbital gap   0.3067 Eh
HOMO energy   -13.101 eV


Here is C4H8O2 in the gas phase from the Open Molecules 2025 dataset. Energies are from wB97M-V/def2-TZVPD.

Geometry (Å):
O -0.168416 -0.221290 -1.406299
C -0.678743 0.932678 -0.717518
C -0.067718 0.907732 0.682820
C -0.040565 -0.584186 1.022703
C 0.485380 -1.250142 -0.240242
O 1.715495 -1.000304 -0.612529
H 1.008547 -0.234940 -1.435876
H -1.769664 0.831226 -0.684938
H -0.420520 1.824857 -1.293265
H -0.656007 1.498890 1.390089
H 0.957738 1.293153 0.662405
H 0.630821 -0.813831 1.854574
H -1.043938 -0.953513 1.267234
H 0.047591 -2.230331 -0.489159

Atoms 1-3, force components in eV/Å:
0.1527 -0.0140 0.0021
-0.0650 0.0964 0.0274
0.0019 0.0476 -0.0093

Net charge   0
Total energy   -307.61605 Ha
ΔE to the lowest compared entry with this formula, charge and spin   2.623 eV
Orbital gap   0.3837 Eh
HOMO energy   -9.498 eV


Here is H3N5 in the gas phase in a non-equilibrium geometry from the Open Molecules 2025 dataset. Energies are from wB97M-V/def2-TZVPD.

Geometry (Å):
N 1.327336 0.544235 -0.028940
N 1.264643 -0.669788 -0.033292
N -0.151212 -1.149624 0.018279
N -0.944835 -0.056539 0.140891
N 0.192255 1.160382 0.000312
H -0.378103 -1.765242 -0.848278
H -1.233327 -0.058150 1.178577
H -0.076759 1.994729 -0.427548

Atoms 1-3, force components in eV/Å:
0.3777 0.3513 -1.1406
0.4892 -2.0537 0.2922
0.9128 -1.3375 -1.5029

Net charge   0
SMILES   N1=NNNN1
Total energy   -275.41257 Ha
ΔE to the lowest compared entry with this formula, charge and spin   0.318 eV
Orbital gap   0.3679 Eh
HOMO energy   -8.686 eV


Here is 2 unconnected molecules or ions with the total composition C4H11N3O2 in a non-equilibrium geometry from the Open Molecules 2025 dataset. Energies are from wB97M-V/def2-TZVPD.

Geometry (Å):
H -0.761853 -1.043919 -1.457597
N -0.312300 -0.495338 -0.738609
C -0.860074 -0.490214 0.404264
N -0.335189 0.281528 1.444293
N -2.063163 -1.066410 0.696919
C -2.645266 -2.109355 -0.134280
H 0.273674 -0.066569 2.162066
H -0.114706 1.217524 1.146332
H -2.619906 -0.979098 1.528588
H -1.857665 -2.612218 -0.693924
H -3.441129 -1.772306 -0.798098
H -3.006236 -2.911685 0.509445
C 2.364678 0.577726 -0.557499
C 2.114898 2.020308 -0.734713
O 2.089397 2.630790 -1.772355
O 1.885612 2.683200 0.440327
H 2.492948 0.289107 0.480519
H 3.312082 0.356004 -1.038608
H 1.679556 -0.118351 -1.045773
H 1.804639 3.609278 0.158711

Atoms 1-3, force components in eV/Å:
-0.5350 0.1069 0.0516
0.5135 -0.3242 -0.3594
-0.7138 0.1689 0.2195

Net charge   0
SMILES   [H]/N=C(/N)NC.CC(=O)O
Total energy   -473.75873 Ha
ΔE to the lowest compared entry with this formula, charge and spin   1.198 eV
Orbital gap   0.3585 Eh
HOMO energy   -8.993 eV


Here is a molecular structure, C9H18BF4LiO5 in a non-equilibrium geometry from the Open Molecules 2025 dataset. Energies are from wB97M-V/def2-TZVPD.

Geometry (Å):
Li -0.260878 0.935417 0.028825
B -3.389373 0.871866 1.237408
F -3.368825 0.209394 2.414902
F -2.122849 1.352155 1.000644
F -3.805469 0.030453 0.228067
F -4.222696 1.940285 1.150581
C -0.073340 4.578957 1.133668
O 0.476641 3.436841 0.648117
H 0.613580 5.118007 1.661719
H -1.205155 4.304621 1.703202
H -0.243074 5.336885 0.450859
H 1.412707 3.297093 0.897834
C 0.907766 0.788015 2.769192
O 1.322262 0.545875 1.533465
H 0.471850 -0.189935 3.265625
H 0.012284 1.173771 2.614964
H 1.706382 1.203222 3.375350
H 2.343035 0.589325 1.582091
C 0.690740 1.412016 -2.566824
O 1.371383 1.198570 -1.352025
H 1.100922 0.805790 -3.298710
H 0.610756 2.477375 -2.869053
H -0.424224 1.221509 -2.460585
H 2.276336 1.733097 -1.266560
C -0.656232 -4.000343 -1.769877
C -1.098889 -2.810376 -1.084172
C -0.222700 -2.168893 -0.173464
C 1.188057 -2.461808 -0.172371
C 1.680109 -3.467211 -1.009014
C 0.690360 -4.238606 -1.715634
O 1.234654 -5.216065 -2.447068
O -0.679710 -1.002521 0.414209
H -1.495258 -4.355928 -2.192562
H -2.055047 -2.500895 -1.256551
H 1.795741 -1.781298 0.313587
H 2.720671 -3.472388 -1.149506
H 2.168161 -5.504283 -2.470069
H -1.470678 -1.389988 0.829735

Atoms 1-3, force components in eV/Å:
-0.0639 0.0643 0.6190
-1.5645 0.0128 -0.7862
-0.0450 -0.7592 1.7071

Net charge   0
Total energy   -1161.88981 Ha
ΔE to the lowest compared entry with this formula, charge and spin   1.762 eV
Orbital gap   0.2819 Eh
HOMO energy   -8.438 eV


Here is a molecular structure, C29H70AsCl2F6N4O13 in a non-equilibrium geometry from the Open Molecules 2025 dataset. Energies are from wB97M-V/def2-TZVPD.

Geometry (Å):
As 0.942134 0.206241 -0.776908
F -0.721671 -0.320621 -0.760956
F 0.885547 0.529065 -2.479361
F 2.559847 0.811305 -0.736290
F 0.989671 -0.117128 0.929638
F 1.437492 -1.408244 -1.133269
F 0.359376 1.805455 -0.452002
C 2.526156 4.929049 -1.241179
C 1.029281 5.223342 -1.308533
C 0.453596 4.585498 -2.560798
O -0.874749 5.008072 -2.730928
C -1.323605 4.925723 -4.035391
N 0.315339 4.720154 -0.118486
H 2.715890 3.850008 -1.249535
H 3.011517 5.367720 -0.371537
H 3.035044 5.273098 -2.155054
H 0.840987 6.300339 -1.325522
H 0.468235 3.490036 -2.478936
H 1.079852 4.888946 -3.414919
H -1.259318 3.929538 -4.504177
H -0.685289 5.550511 -4.695784
H -2.344436 5.286011 -4.139297
H 0.709533 5.120210 0.726855
H 0.486608 3.718535 -0.053285
C -3.369996 1.796141 -2.736071
C -3.481383 2.477514 -1.372318
C -4.128266 1.463358 -0.411933
O -4.576693 2.085699 0.763933
C -5.634349 1.379327 1.368013
N -2.156134 2.931376 -0.925907
H -2.753196 2.329326 -3.454462
H -4.362116 1.592681 -3.151540
H -2.905840 0.814620 -2.565784
H -4.224319 3.287372 -1.424974
H -3.365999 0.690772 -0.218416
H -4.945632 0.960452 -0.951651
H -5.849344 1.898708 2.305291
H -5.393088 0.334085 1.584507
H -6.529458 1.435048 0.735942
H -2.102742 2.614182 0.047803
H -1.481817 2.270130 -1.317037
C 2.822587 -1.061718 4.696618
C 2.414627 -2.423759 4.137170
C 0.909684 -2.666030 4.181008
O 0.336447 -2.342532 5.420410
C 0.478923 -3.332014 6.384507
N 2.903337 -2.653408 2.776765
H 3.903552 -0.925523 4.748539
H 2.451156 -0.949094 5.721237
H 2.389375 -0.252367 4.101123
H 2.902135 -3.150438 4.801734
H 0.771329 -3.735543 3.980952
H 0.466068 -2.078354 3.375360
H 1.452381 -3.837133 6.311139
H -0.306297 -4.094652 6.338184
H 0.477724 -2.871941 7.374299
H 3.890156 -2.443676 2.745342
H 2.385720 -2.065679 2.131180
C -2.267578 5.459865 3.738945
C -1.894417 4.581669 2.527935
C -2.232538 3.157052 2.903463
O -1.806288 2.236086 1.919572
C -1.558149 0.959549 2.469563
N -2.654234 5.054794 1.330433
H -3.359247 5.550284 3.748923
H -1.865558 6.466666 3.625468
H -1.984573 5.015179 4.695449
H -0.815953 4.608200 2.370598
H -3.320843 3.070235 3.042900
H -1.674699 2.943999 3.822522
H -2.537448 0.540683 2.743912
H -0.894009 1.012201 3.342129
H -1.045648 0.287240 1.786531
H -3.550744 4.564173 1.417018
H -2.950524 6.003372 1.565631
C 3.896931 1.518101 -3.903442
C 5.046680 1.055188 -4.749182
O 5.476872 -0.244474 -4.298202
C 6.485138 -0.763652 -4.981734
O 7.200813 -0.181631 -5.753062
O 6.620488 -2.039152 -4.604944
C 7.608355 -2.817539 -5.225274
H 4.192724 1.630900 -2.860563
H 3.002333 0.897052 -3.933087
H 3.602330 2.520417 -4.225431
H 5.863138 1.765701 -4.559938
H 4.959120 1.097654 -5.834884
H 8.467836 -2.945948 -4.563717
H 8.024151 -2.345431 -6.117069
H 7.160275 -3.773545 -5.477371
C -5.787618 -3.017949 5.439593
C -5.559843 -2.728042 3.968257
O -4.136116 -2.652391 3.775400
C -3.756567 -2.447616 2.512008
O -4.512474 -2.294192 1.583697
O -2.436525 -2.466838 2.462870
C -1.798038 -2.253847 1.198720
H -5.468099 -2.123461 5.982563
H -5.244202 -3.875081 5.822445
H -6.863382 -3.065179 5.617682
H -5.992313 -1.751163 3.749908
H -5.945793 -3.487859 3.291776
H -2.285341 -1.421448 0.694777
H -1.728926 -3.075085 0.489047
H -0.803592 -1.906445 1.462595
C -1.371335 -3.318106 -2.649469
C -0.512763 -4.289888 -3.451192
O 0.098578 -5.170157 -2.487132
C 1.041444 -5.977229 -2.947232
O 1.555676 -5.972333 -4.030630
O 1.354971 -6.822647 -1.945441
C 2.595468 -7.500195 -2.083198
H -2.088651 -2.770387 -3.258512
H -0.709339 -2.541962 -2.254439
H -1.848466 -3.815373 -1.809217
H 0.290019 -3.747385 -3.948070
H -1.099729 -4.846830 -4.182401
H 3.434221 -6.817822 -1.947221
H 2.682493 -7.973800 -3.062539
H 2.624972 -8.288938 -1.336319
C 4.568583 -2.218553 -1.917311
Cl 4.009675 -3.859056 -1.481431
Cl 5.796530 -1.663298 -0.796688
H 4.966122 -2.316958 -2.917122
H 3.710053 -1.557175 -1.944166

Atoms 1-3, force components in eV/Å:
-0.5229 0.3607 -0.0391
-0.0447 -0.1102 -0.3100
-0.1724 0.0244 -0.1694

Net charge   -1
Total energy   -6099.62187 Ha
Orbital gap   0.2888 Eh
HOMO energy   -5.508 eV